1.
Entry from OMol25: a single C4H9NO2 molecule at a distorted geometry (wB97M-V/def2-TZVPD).

Orbital gap, Ha: 0.37730
Energy relative to the best compared isomer or geometry (same formula, charge and spin), kcal per mole: 25.7
SMILES string: C[C@H](O)CNC=O
Highest occupied orbital energy, eV: -9.54
Total charge: 0

```
16
Properties=species:S:1:pos:R:3:mulliken_charge:R:1
C 1.9347 0.1473 -0.9683 -1.3135
C 0.4754 0.4289 -0.5740 0.4439
O 0.2792 1.7495 -0.0511 -0.5853
C -0.0049 -0.5686 0.4797 -0.8348
N -1.2186 -0.1360 1.1266 -0.1505
C -2.3725 -0.8492 1.0435 0.0158
O -2.4798 -1.7769 0.2749 -0.5564
H 2.7111 0.4778 -0.2846 0.3513
H 2.0202 -0.9333 -1.1288 0.3200
H 2.1693 0.6071 -1.9289 0.3710
H -0.0979 0.3221 -1.4967 0.2811
H 0.1711 2.3132 -0.8126 0.3281
H 0.8087 -0.5846 1.2158 0.2966
H -0.1158 -1.5473 0.0222 0.4114
H -1.1428 0.8478 1.3451 0.2532
H -3.1375 -0.4980 1.7372 0.3680
```

---

2.
Entry from OMol25: C4H9NO2 as an isolated structure (wB97M-V/def2-TZVPD).

Orbital gap, Ha: 0.38953
Energy relative to the best compared isomer or geometry (same formula, charge and spin), kcal per mole: 66.0
Highest occupied orbital energy, eV: -9.64
Total charge: 0

```
16
Properties=species:S:1:pos:R:3:mulliken_charge:R:1
C 0.6487 0.5493 -1.6835 -1.4077
C 0.5026 0.0114 -0.2653 0.5579
C 0.6074 1.1367 0.7696 -0.7260
O 0.4586 0.6633 2.0887 -0.5152
N -0.7748 -0.6688 -0.1204 -0.4229
C -1.0436 -1.7382 0.5696 -0.0684
O -2.2977 -1.9860 0.4813 -0.6418
H 0.6049 -0.2642 -2.4128 0.3573
H 1.6012 1.0756 -1.8078 0.3788
H -0.1620 1.2516 -1.9070 0.3436
H 1.3059 -0.7099 -0.0565 0.2578
H 1.5982 1.6000 0.7157 0.3376
H -0.1370 1.9126 0.5308 0.3189
H -0.4679 0.4109 2.1929 0.3110
H -2.0983 -0.8935 -0.2379 0.5253
H -0.3461 -2.3508 1.1428 0.3939
```

---

3.
Entry from OMol25: a 3-piece molecular cluster, C4H9NO2 overall (wB97M-V/def2-TZVPD).

Orbital gap, Ha: 0.34765
Energy relative to the best compared isomer or geometry (same formula, charge and spin), kcal per mole: 19.7
SMILES string: c1cc[nH]c1.O.O
Highest occupied orbital energy, eV: -8.60
Total charge: 0

```
16
Properties=species:S:1:pos:R:3:mulliken_charge:R:1
C 0.4621 -0.8410 -1.5602 -0.3809
C 1.3028 -1.4126 -0.5568 -0.2426
C 0.5449 -1.4765 0.5850 -0.6036
N -0.6915 -0.9762 0.3229 0.0813
C -0.7510 -0.5631 -0.9822 -0.5949
H 0.7303 -0.6170 -2.5806 0.3858
H 2.3026 -1.7842 -0.6998 0.3942
H 0.7786 -1.9368 1.5316 0.3858
H -1.3799 -0.7960 1.0337 0.2583
H -1.6409 -0.0844 -1.3529 0.3171
O 0.7749 1.9948 0.0751 -0.7817
H 0.6652 1.2312 -0.5109 0.3904
H 1.5370 1.7519 0.6293 0.3328
O -1.7150 1.5034 1.2912 -0.6450
H -2.0911 2.2305 1.7697 0.3061
H -0.8288 1.7759 1.0051 0.3968
```

---

4.
Entry from OMol25: a single C4H9NO2 molecule at a distorted geometry (wB97M-V/def2-TZVPD).

Orbital gap, Ha: 0.41957
Energy relative to the best compared isomer or geometry (same formula, charge and spin), kcal per mole: 38.0
SMILES string: CCCOC(N)=O
Highest occupied orbital energy, eV: -10.45
Total charge: 0

```
16
Properties=species:S:1:pos:R:3:mulliken_charge:R:1
C 1.6719 0.9285 -1.3386 -1.3068
C 0.5001 0.1194 -0.7835 -0.1770
C 0.6732 -0.1257 0.7146 -0.4608
O -0.3735 -0.8741 1.3069 -0.4861
C -1.6904 -0.2254 1.3105 0.4851
N -2.3273 -1.1534 0.5934 -0.3799
O -1.9313 0.8213 1.8414 -0.5463
H 2.6220 0.3998 -1.1997 0.3336
H 1.5523 1.1176 -2.4100 0.3495
H 1.7525 1.8965 -0.8315 0.3373
H -0.4394 0.6585 -0.9583 0.2945
H 0.4201 -0.8373 -1.3177 0.2559
H 1.5944 -0.6903 0.9015 0.3188
H 0.7062 0.8135 1.2667 0.3580
H -3.3316 -1.1487 0.4292 0.2158
H -1.3991 -1.7002 0.4752 0.4084
```

---

5.
Entry from OMol25: a single C4H9NO2 molecule at a distorted geometry (wB97M-V/def2-TZVPD).

Orbital gap, Ha: 0.37231
Energy relative to the best compared isomer or geometry (same formula, charge and spin), kcal per mole: 97.2
SMILES string: CC(=O)OCCN
Highest occupied orbital energy, eV: -9.37
Total charge: 0

```
16
Properties=species:S:1:pos:R:3:mulliken_charge:R:1
C -1.7107 1.9975 1.0259 -0.6998
C -0.8401 1.6527 -0.3213 0.5205
O -0.4766 2.6661 -1.1379 -0.5319
O -0.4364 0.2843 -0.7567 -0.2743
C 0.2445 -0.4363 0.3341 -0.3535
C 1.4101 -1.4967 -0.2097 -0.4615
N 1.0393 -2.0618 -1.5631 -0.4901
H -1.8457 1.0670 1.7522 0.2526
H -2.7618 2.4108 0.6592 0.2806
H -1.1388 2.8793 1.5820 0.2622
H 0.8054 0.3034 1.0511 0.2940
H -0.5772 -1.0007 0.9534 0.2291
H 1.6065 -2.2920 0.6262 0.2347
H 2.3975 -0.8571 -0.3166 0.3209
H 1.8668 -2.2178 -2.1797 0.2172
H 0.4173 -2.8988 -1.4993 0.1992
```

---

6.
Entry from OMol25: a single C4H9NO2 molecule at a distorted geometry (wB97M-V/def2-TZVPD).

Orbital gap, Ha: 0.39344
Energy relative to the best compared isomer or geometry (same formula, charge and spin), kcal per mole: 18.5
SMILES string: CCNC(=O)OC
Highest occupied orbital energy, eV: -9.79
Total charge: 0

```
16
Properties=species:S:1:pos:R:3:mulliken_charge:R:1
C -1.7452 0.7733 0.8794 -0.9869
C -1.8941 -0.4645 -0.0333 -0.4165
N -0.6692 -0.6387 -0.8044 -0.2376
C 0.5269 -0.4844 -0.1503 0.6591
O 0.7445 -0.7429 1.0153 -0.5860
O 1.4639 -0.0287 -1.0083 -0.3774
C 2.7682 0.0838 -0.4499 -0.6048
H -2.6487 1.3295 1.1336 0.3356
H -1.2853 0.3179 1.7742 0.2993
H -1.1002 1.5711 0.4660 0.2446
H -2.0249 -1.3409 0.6141 0.2256
H -2.7359 -0.4927 -0.7371 0.3950
H -0.6882 -0.2343 -1.7283 0.2660
H 3.3995 0.4372 -1.2655 0.2255
H 2.7719 0.7995 0.3765 0.2807
H 3.1168 -0.8850 -0.0820 0.2777
```

---

7.
Entry from OMol25: a single C4H9NO2 molecule (wB97M-V/def2-TZVPD).

Orbital gap, Ha: 0.39143
Energy relative to the best compared isomer or geometry (same formula, charge and spin), kcal per mole: 56.6
SMILES string: C/N=C\OCCO
Highest occupied orbital energy, eV: -9.75
Total charge: 0

```
16
Properties=species:S:1:pos:R:3:mulliken_charge:R:1
C 1.7195 -0.2083 -1.2467 -0.6385
N 1.9998 0.7949 -0.2359 -0.4068
C 1.2699 1.0649 0.7525 0.0179
O 0.0706 0.5057 1.1751 -0.3977
C -1.1354 0.6663 0.4194 -0.3645
C -1.8253 -0.6970 0.3685 -0.3978
O -0.9354 -1.7358 0.0326 -0.5535
H 0.8967 -0.8822 -1.0147 0.2191
H 1.4842 0.2712 -2.2004 0.2703
H 2.6205 -0.8036 -1.4367 0.3088
H 1.6266 1.7811 1.4960 0.3974
H -1.8022 1.3770 0.9340 0.3042
H -0.9049 1.0600 -0.5783 0.3092
H -2.3235 -0.8953 1.3323 0.2821
H -2.6006 -0.6770 -0.4026 0.3297
H -0.1606 -1.6219 0.6047 0.3200
```

---

8.
Entry from OMol25: a 2-piece molecular cluster, C4H9NO2 overall at a distorted geometry (wB97M-V/def2-TZVPD).

Orbital gap, Ha: 0.17103
Energy relative to the best compared isomer or geometry (same formula, charge and spin), kcal per mole: 216.7
Highest occupied orbital energy, eV: -8.76
Total charge: 0

```
16
Properties=species:S:1:pos:R:3:mulliken_charge:R:1
C 0.2928 0.1671 0.9243 -0.3316
C 1.3413 -0.3258 -0.0469 0.8490
C 2.3259 0.8131 -0.4326 -1.1676
O 0.8915 -0.9980 -1.0694 -0.6946
C -0.8891 -0.5346 1.0810 -0.5371
N -1.5444 -1.1992 0.0233 -0.5390
O -2.3308 1.5008 -0.1545 -0.7857
H -1.6451 0.1419 1.5161 0.5000
H 0.5518 0.9077 1.6773 0.3844
H 1.9015 -0.9554 0.7396 0.2418
H 3.2275 0.2567 -0.7274 0.3189
H 2.5898 1.4247 0.4366 0.3702
H 1.8632 1.3301 -1.2533 0.3156
H -1.9835 2.3308 -0.4950 0.2301
H -0.7600 -1.5287 -0.5605 0.4199
H -1.8570 -0.2879 -0.3460 0.4256
```